Entry from the Open Molecules 2025 dataset: C36H39IN2O2OsPS5 as an isolated structure (ωB97M-V/def2-TZVPD).

Computed properties:
Net charge ... +1
Frontier orbital gap (spin up / spin down) ... 7.47 / 5.88 eV
HOMO energy (spin up / spin down) ... -9.7713 / -9.7546 eV
E_tot ... -119064.6970 eV
⟨S²⟩ ... 6.064
Largest force on an atom ... 0.052 hartree/bohr
Multiplicity ... 5
Relative energy (zero: lowest compared OMol25 entry of this formula, charge and spin) ... 41.0 kcal/mol

Each line ends with the Mulliken spin population.
Atoms and positions in Å:
Os 2.168 -1.842 -0.974  2.280
C -1.549 -4.083 0.256  0.004
N -0.339 -4.297 -0.422  -0.011
C 0.027 -3.454 -1.532  0.062
C 0.788 -4.742 0.361  0.055
C 1.310 -3.706 1.339  0.119
C 1.217 -3.927 2.731  -0.034
C 1.682 -3.052 3.709  0.065
C 2.179 -1.793 3.337  -0.029
C 2.258 -1.540 1.991  0.140
C 1.899 -2.468 0.990  0.021
H -2.402 -3.952 -0.420  0.000
H -1.649 -3.152 0.904  0.001
H -1.797 -4.928 0.851  0.000
H -0.735 -3.175 -2.261  -0.002
H 0.812 -3.951 -2.154  -0.012
H 0.371 -2.361 -1.240  -0.043
H 1.611 -5.066 -0.316  -0.005
H 0.423 -5.663 0.854  0.003
H 0.784 -4.899 3.024  0.000
H 1.462 -3.282 4.746  0.003
H 2.385 -1.068 4.103  -0.001
H 2.647 -0.590 1.689  -0.007
O -0.816 2.064 0.554  -0.002
C -1.850 0.934 0.578  0.038
O -1.217 -0.234 0.386  -0.030
C -2.424 1.070 2.007  -0.002
N -1.535 0.357 2.888  0.003
C -2.277 -0.618 3.662  -0.002
C -3.473 -0.979 2.814  -0.001
C -3.810 0.370 2.155  0.001
H -2.443 2.127 2.320  -0.001
H -0.979 0.963 3.492  0.000
H -0.923 -0.512 1.276  -0.001
H -2.587 -0.226 4.652  0.000
H -1.704 -1.553 3.873  0.001
H -4.291 -1.409 3.449  0.000
H -3.128 -1.669 2.044  0.002
H -4.524 0.909 2.766  0.001
H -4.302 0.235 1.197  -0.003
I 1.402 -0.540 -3.175  0.113
C 4.883 -3.419 -3.089  -0.002
S 3.885 -3.939 -1.666  0.127
C 4.843 -3.438 -0.299  0.022
C 4.953 -2.180 0.128  0.016
S 4.196 -0.801 -0.647  0.117
S 5.860 -1.942 1.605  0.009
C 5.947 -3.594 2.061  0.000
S 6.673 -4.033 3.434  0.008
S 5.319 -4.683 0.844  0.002
H 4.343 -3.751 -3.998  0.001
H 5.898 -3.783 -3.108  0.007
H 4.900 -2.347 -3.085  0.000
C -2.648 7.117 -0.076  0.000
C -3.481 6.040 -0.311  0.001
C -2.893 4.822 -0.609  0.006
C -1.560 4.602 -0.424  0.002
C -0.708 5.629 -0.057  0.002
C -1.271 6.891 0.051  0.001
P -0.959 2.917 -0.763  -0.009
C -2.146 1.938 -1.624  0.251
C -2.865 1.181 -0.602  0.038
C -3.538 -0.027 -1.208  0.354
C -3.644 -0.162 -2.567  -0.108
C -3.086 0.766 -3.420  0.348
C -2.270 1.815 -2.966  -0.048
C 0.664 2.996 -1.472  0.048
C 1.716 2.241 -0.984  0.000
C 2.968 2.456 -1.516  0.016
C 3.129 3.400 -2.525  -0.002
C 2.070 4.150 -3.037  0.002
C 0.834 3.950 -2.461  -0.003
H -3.044 8.095 0.051  0.000
H -4.555 6.128 -0.457  0.000
H -3.497 4.003 -0.938  -0.008
H 0.364 5.468 0.005  0.000
H -0.643 7.706 0.285  0.000
H -3.651 1.820 -0.155  0.073
H -4.046 -0.804 -0.627  0.015
H -4.214 -1.042 -3.013  0.002
H -3.364 0.815 -4.458  0.010
H -1.790 2.494 -3.722  0.002
H 1.577 1.450 -0.278  -0.024
H 3.840 1.971 -1.167  0.002
H 4.117 3.496 -2.971  -0.001
H 2.244 4.801 -3.854  0.000
H -0.020 4.488 -2.811  0.000


Entry from the Open Molecules 2025 dataset: a 7-piece molecular cluster, C36H39N8O4 overall (ωB97M-V/def2-TZVPD).

Computed properties:
Net charge ... -1
Frontier orbital gap ... 6.38 eV
HOMO energy ... -4.8472 eV
E_tot ... -58073.0688 eV
Largest force on an atom ... 0.078 hartree/bohr

Each line ends with the Löwdin charge.
Atoms and positions in Å:
N 1.589 1.544 -2.362  -0.009
C 1.781 0.102 -2.746  -0.199
C 1.593 -0.711 -1.395  -0.123
C 2.669 -1.181 -0.679  0.067
C 2.415 -1.946 0.684  -0.285
O 3.097 -2.879 1.024  0.122
C 1.181 -1.392 1.508  0.009
C 1.137 -1.308 2.990  -0.017
C 2.381 -1.800 3.826  -0.652
O 3.021 -0.886 4.417  -0.072
O 2.738 -3.047 3.884  -0.082
C -0.096 -0.708 3.633  0.008
C -1.249 -0.213 2.844  -0.025
C -1.243 -0.291 1.349  -0.236
N -2.391 0.237 0.657  0.063
C 0.007 -0.891 0.708  -0.009
C 0.137 -0.973 -0.854  -0.246
O -0.795 -1.252 -1.604  0.008
H 0.811 1.957 -2.880  0.058
H 2.426 2.089 -2.572  0.061
H 2.830 -0.001 -3.147  0.114
H 1.028 -0.232 -3.513  0.110
H 3.701 -1.009 -1.076  0.123
H -0.072 -0.630 4.750  0.110
H -2.136 0.230 3.361  0.097
H -3.246 -0.293 0.846  0.089
H -2.273 0.205 -0.362  0.050
N 3.331 2.299 4.184  0.019
C 4.696 2.302 4.123  -0.144
C 5.116 3.610 4.066  -0.130
C 3.959 4.425 4.100  -0.133
C 2.873 3.589 4.176  -0.166
H 2.750 1.469 4.230  0.124
H 5.251 1.377 4.124  0.115
H 6.142 3.941 4.007  0.085
H 3.925 5.504 4.072  0.084
H 1.816 3.800 4.223  0.105
N -1.309 -3.952 -4.616  0.004
C -0.542 -4.874 -5.279  -0.154
C 0.750 -4.742 -4.838  -0.115
C 0.762 -3.706 -3.868  -0.098
C -0.522 -3.239 -3.750  -0.148
H -2.298 -3.819 -4.745  0.140
H -0.981 -5.539 -6.006  0.099
H 1.593 -5.327 -5.174  0.087
H 1.617 -3.344 -3.317  0.090
H -0.942 -2.462 -3.127  0.068
N -3.398 1.935 -2.484  0.010
C -2.901 2.868 -1.614  -0.144
C -3.658 4.004 -1.733  -0.110
C -4.656 3.746 -2.710  -0.115
C -4.471 2.461 -3.152  -0.154
H -3.032 1.006 -2.612  0.135
H -2.052 2.642 -0.988  0.103
H -3.513 4.920 -1.181  0.090
H -5.423 4.425 -3.049  0.086
H -5.007 1.876 -3.883  0.092
N 5.534 2.998 8.962  -0.012
C 4.346 3.403 9.507  -0.162
C 3.420 3.475 8.496  -0.106
C 4.074 3.094 7.295  -0.091
C 5.374 2.803 7.614  -0.127
H 6.391 2.864 9.470  0.136
H 4.262 3.605 10.564  0.096
H 2.388 3.768 8.607  0.086
H 3.638 3.039 6.309  0.054
H 6.199 2.476 7.000  0.105
N -4.514 1.215 -8.422  -0.004
C -3.788 0.058 -8.515  -0.145
C -3.337 -0.260 -7.260  -0.109
C -3.814 0.741 -6.375  -0.112
C -4.538 1.635 -7.120  -0.140
H -4.960 1.684 -9.192  0.142
H -3.654 -0.437 -9.464  0.104
H -2.733 -1.117 -7.005  0.089
H -3.645 0.798 -5.311  0.065
H -5.066 2.532 -6.837  0.106
N -2.412 -3.312 0.465  0.027
C -2.697 -4.007 1.610  -0.133
C -2.930 -5.315 1.269  -0.120
C -2.776 -5.417 -0.136  -0.118
C -2.454 -4.168 -0.603  -0.133
H -2.195 -2.331 0.419  0.088
H -2.711 -3.510 2.567  0.105
H -3.182 -6.110 1.953  0.086
H -2.886 -6.306 -0.737  0.085
H -2.252 -3.815 -1.601  0.084


Entry from the Open Molecules 2025 dataset: C36H40BNP2W as an isolated structure (ωB97M-V/def2-TZVPD).

Computed properties:
Net charge ... +2
Frontier orbital gap (spin up / spin down) ... 5.74 / 5.06 eV
HOMO energy (spin up / spin down) ... -13.3089 / -13.2564 eV
E_tot ... -60528.4517 eV
⟨S²⟩ ... 2.019
Largest force on an atom ... 0.077 hartree/bohr
Multiplicity ... 3
Relative energy (zero: lowest compared OMol25 entry of this formula, charge and spin) ... 0.0 kcal/mol

Each line ends with the Mulliken spin population.
Atoms and positions in Å:
W 1.988 0.255 5.005  0.253
C 3.314 1.924 4.965  0.135
C 2.475 1.898 3.787  0.118
C 3.030 1.375 2.482  0.022
C 3.178 -0.168 2.356  0.042
C 2.898 -0.989 3.598  0.102
C 3.776 -0.906 4.741  0.154
C 5.009 -0.031 4.762  0.007
C 4.764 1.496 4.938  0.007
C 0.061 0.064 4.363  0.095
H 3.076 2.689 5.715  0.007
H 1.685 2.653 3.747  -0.007
H 4.016 1.839 2.290  0.006
H 2.374 1.702 1.661  -0.015
H 2.514 -0.499 1.538  -0.011
H 4.199 -0.381 1.989  0.012
H 2.333 -1.922 3.484  0.001
H 3.806 -1.799 5.378  0.008
H 5.617 -0.194 3.855  0.010
H 5.635 -0.355 5.610  0.001
H 5.244 1.782 5.889  -0.001
H 5.311 2.047 4.156  0.011
H -0.512 0.227 5.290  -0.006
H -0.161 -0.953 4.000  -0.001
H -0.234 0.813 3.612  -0.003
P -2.330 1.322 -2.771  0.301
P -2.256 -1.813 -2.886  0.286
C -1.160 0.484 -3.868  -0.007
C -1.051 -0.870 -3.843  -0.001
C -3.061 2.605 -3.873  0.041
C -2.383 3.044 -5.020  0.016
C -2.949 4.015 -5.853  0.002
C -4.218 4.523 -5.578  0.008
C -4.941 4.035 -4.481  -0.001
C -4.371 3.078 -3.636  0.024
C -1.161 2.189 -1.634  0.045
C -0.526 1.394 -0.656  0.019
C 0.263 1.994 0.321  -0.019
C 0.439 3.384 0.343  0.030
C -0.160 4.166 -0.656  -0.008
C -0.982 3.577 -1.625  0.028
C -2.898 -2.924 -4.243  0.073
C -3.721 -2.355 -5.233  0.021
C -4.302 -3.168 -6.210  -0.015
C -4.041 -4.544 -6.226  0.035
C -3.156 -5.101 -5.298  -0.009
C -2.589 -4.290 -4.304  0.022
C -1.162 -2.959 -1.981  0.023
C -1.725 -3.636 -0.877  0.027
C -0.935 -4.497 -0.121  -0.003
C 0.425 -4.658 -0.431  0.012
C 0.972 -4.009 -1.545  0.000
C 0.182 -3.146 -2.312  0.010
H -0.523 1.084 -4.523  0.012
H -0.280 -1.396 -4.421  0.009
H -1.414 2.633 -5.290  0.001
H -2.381 4.366 -6.716  0.001
H -4.644 5.298 -6.221  0.000
H -5.947 4.410 -4.295  0.000
H -4.947 2.691 -2.793  0.001
H -0.697 0.314 -0.648  0.005
H 0.711 1.373 1.101  0.001
H 1.019 3.856 1.142  0.002
H -0.009 5.243 -0.662  0.000
H -1.501 4.204 -2.354  0.003
H -3.908 -1.273 -5.222  0.004
H -4.975 -2.738 -6.956  0.000
H -4.533 -5.193 -6.956  0.001
H -2.912 -6.159 -5.322  0.001
H -1.907 -4.735 -3.579  0.003
H -2.776 -3.468 -0.622  -0.001
H -1.369 -5.032 0.722  0.000
H 1.065 -5.275 0.204  0.000
H 2.017 -4.152 -1.820  0.000
H 0.630 -2.617 -3.155  0.001
B 3.080 0.384 9.440  -0.003
C 2.726 0.302 7.986  0.024
N 2.391 0.212 6.845  0.001
H 2.079 0.204 10.124  0.021
H 3.495 1.518 9.588  0.001
H 3.914 -0.464 9.688  0.006


> Among the records above, which one has the highest E_tot?

C36H39N8O4


> Among the records above, which one has the highest E_tot?

C36H39N8O4


> Among the records above, which one has the highest net charge?

C36H40BNP2W